# 1
2 unconnected molecules or ions with the total composition C31H48F8N4O5P. Source: the Open Molecules 2025 dataset; level of theory: the ωB97M-V functional and the def2-TZVPD basis.

Electronic energy, eV: -80122.1494
Kohn-Sham gap, eV: 6.9
Net charge: +1

Structure (XYZ):
```
97
C31H48F8N4O5P the ωB97M-V functional and the def2-TZVPD basis
C 7.5547 1.1843 -1.7428
C 6.2396 0.8920 -2.7085
C 6.4893 0.2468 -4.2250
C 5.1604 -0.0790 -5.1399
C 3.6596 0.2551 -4.5639
C 3.3552 0.9196 -3.0569
C 1.8123 1.2153 -2.7050
C 1.1193 0.2943 -1.4891
C 1.9611 0.4320 -0.0482
C 1.6639 1.8101 0.7769
O 2.1576 3.0505 0.1798
C 2.5008 1.6543 2.2195
N 3.5222 2.8079 2.3128
O -0.0895 1.0608 -1.2539
C -1.2418 0.4004 -0.7292
C -2.4963 0.9433 -1.6981
C -3.3179 2.2111 -0.9966
C -4.6718 1.7562 -0.1917
C -5.8939 1.2082 -1.1405
F -7.1463 1.9310 -0.7031
F -5.7182 1.4636 -2.5894
C -6.2349 -0.4016 -0.9384
F -5.4955 -1.2510 -1.9283
F -7.6969 -0.5971 -1.2637
F -6.0747 -0.8711 0.4644
C -1.1921 -1.2160 -0.5109
C -2.6377 -1.7491 -0.0384
C -2.6880 -2.3582 1.5230
C -2.0485 -1.3318 2.6367
F -2.7950 -0.0853 3.0386
C -0.7547 -1.5961 3.3248
F -0.4075 -2.8817 3.9916
F 0.2437 -0.4949 3.3799
N -0.5466 -1.7834 -1.7450
C -0.8123 -3.1979 -2.1208
C -0.9081 -4.3857 -1.0597
C -0.0613 -4.4044 0.2984
O -0.5810 -5.6581 -1.7920
C 0.9094 -1.2946 -1.9389
O 1.0903 -1.3078 -3.4297
P 2.2459 -2.4591 -1.2456
N 3.9176 -1.8614 -1.5735
O 2.2802 -4.0262 -2.0870
C 4.6987 1.2290 -2.1673
H 8.5009 0.5399 -2.0655
H 7.7943 2.3244 -1.6099
H 7.2534 0.7739 -0.6698
H 7.5772 0.0162 -4.6578
H 5.2250 -0.5232 -6.2462
H 2.7363 0.0349 -5.2801
H 1.1118 1.2659 -3.6718
H 1.7583 2.3307 -2.2788
H 1.5103 -0.4346 0.6403
H 3.0976 0.1940 -0.1513
H 0.5510 1.9848 1.0932
H 2.8776 2.9080 -0.5000
H 3.1465 0.6589 2.2513
H 1.7815 1.7774 3.1338
H 3.3232 3.4014 3.1548
H 4.4933 2.4213 2.3453
H -1.4880 0.8710 0.3411
H -2.0261 1.4084 -2.6926
H -3.2006 0.0818 -2.0587
H -2.5484 2.8312 -0.3694
H -3.6689 2.8915 -1.9029
H -5.0859 2.7412 0.3401
H -4.3617 1.0339 0.6808
H -0.4236 -1.4016 0.3836
H -3.5121 -0.9349 -0.0031
H -3.1131 -2.6269 -0.6941
H -3.8558 -2.4025 1.7733
H -2.3186 -3.4637 1.5951
H -1.0162 -1.2259 -2.5328
H -1.8803 -3.1920 -2.6696
H -0.0945 -3.5708 -3.0027
H -2.0583 -4.5282 -0.7663
H -0.7082 -4.9547 1.1374
H 0.3578 -3.4005 0.7137
H 0.8834 -5.1174 0.1412
H -1.3604 -6.3045 -1.6809
H 1.4608 -2.1865 -3.7310
H 4.5393 -2.6938 -1.3499
H 3.9614 -1.8172 -2.6341
H 3.0900 -4.5217 -1.7141
H 4.5812 1.6970 -1.1024
C -2.8049 1.9257 5.6355
C -2.3495 2.9840 6.6317
C -2.6482 4.4107 6.1727
C -1.8729 4.7891 4.9837
N -1.2639 5.0878 4.0421
H -2.2644 2.0082 4.6876
H -2.6182 0.9252 6.0389
H -3.8766 2.0142 5.4311
H -1.2755 2.8632 6.8194
H -2.8626 2.8080 7.5844
H -2.4065 5.1014 6.9889
H -3.7196 4.5219 5.9697
```

These are the Mulliken partial charges, in e, on atoms 1 to 5: atom 1 (C): -0.91, atom 2 (C): 0.25, atom 3 (C): -0.63, atom 4 (C): -0.45, atom 5 (C): -0.48

# 2
A gas-phase ion, C31H48N2O3 (charge +2). Source: the Open Molecules 2025 dataset; level of theory: the ωB97M-V functional and the def2-TZVPD basis.

Electronic energy, eV: -42035.7270
Structure (SMILES): CC[N+](C)(CC)CCCCOc1ccc2c(c1)C(=O)c1cc(OCCCC[N+](C)(CC)CC)ccc1-2
Kohn-Sham gap, eV: 7.5
Energy above the lowest of the compared OMol25 structures with the same formula, charge and spin, kcal per mole: 1.83
Net charge: +2

Structure (XYZ):
```
84
C31H48N2O3 the ωB97M-V functional and the def2-TZVPD basis
C -3.9852 -0.2732 6.2293
C -2.7074 -1.0374 5.9191
N -1.9880 -1.6222 7.0950
C -0.7679 -2.2673 6.5726
C -2.8675 -2.6582 7.7272
C -2.2417 -3.4755 8.8472
C -1.6492 -0.5866 8.1216
C -0.9657 0.7009 7.6518
C 0.5562 0.6162 7.4288
C 0.9679 1.1083 6.0424
O 0.3112 0.3082 5.0693
C 0.6144 0.4850 3.7441
C 1.4909 1.4442 3.2537
C 1.7520 1.5456 1.8892
C 1.1252 0.6818 1.0173
C 0.2277 -0.2790 1.5185
C -0.0342 -0.3897 2.8624
C -0.3202 -1.0840 0.3929
O -1.1273 -1.9795 0.4519
C 0.3517 -0.5292 -0.8125
C 0.2242 -0.9363 -2.1247
C 0.9847 -0.2759 -3.0908
O 0.9734 -0.5800 -4.4259
C 0.2793 -1.7445 -4.8496
C 0.6988 -2.1167 -6.2708
C 0.3652 -1.0469 -7.3191
C 1.4611 0.0190 -7.3298
N 1.1852 1.2580 -8.1201
C 0.9191 0.8992 -9.5258
C 2.4265 2.0954 -8.0467
C 2.3440 3.4780 -8.6750
C -0.0032 1.9950 -7.5948
C 0.0824 2.4175 -6.1364
C 1.8199 0.7786 -2.7191
C 1.9358 1.1857 -1.3988
C 1.2029 0.5220 -0.4339
H -4.7578 -0.9073 6.6541
H -4.3712 0.1178 5.2911
H -3.8161 0.5716 6.8901
H -2.9439 -1.8641 5.2456
H -2.0037 -0.3826 5.4031
H -0.1459 -2.6218 7.3901
H -1.0392 -3.1160 5.9466
H -0.2044 -1.5556 5.9720
H -3.7508 -2.1517 8.1171
H -3.1859 -3.3374 6.9334
H -2.9991 -4.1657 9.2109
H -1.9340 -2.8639 9.6899
H -1.4003 -4.0719 8.5082
H -2.5867 -0.3143 8.6091
H -1.0116 -1.0627 8.8673
H -1.1586 1.4343 8.4362
H -1.4390 1.0855 6.7511
H 0.9215 -0.4002 7.5659
H 1.0737 1.2401 8.1566
H 2.0545 1.0217 5.9311
H 0.6802 2.1592 5.9145
H 1.9877 2.1274 3.9233
H 2.4420 2.2957 1.5363
H -0.7169 -1.1388 3.2317
H -0.4493 -1.7435 -2.3631
H -0.8032 -1.5620 -4.8101
H 0.5183 -2.5835 -4.1873
H 0.1729 -3.0371 -6.5233
H 1.7685 -2.3284 -6.2854
H -0.6067 -0.6210 -7.0713
H 0.2921 -1.5308 -8.2932
H 1.6617 0.3086 -6.2987
H 2.3702 -0.4290 -7.7372
H 0.0175 0.2961 -9.5979
H 0.7770 1.7947 -10.1258
H 1.7555 0.3333 -9.9318
H 2.6929 2.1975 -6.9940
H 3.2206 1.5310 -8.5398
H 3.3311 3.9288 -8.6044
H 1.6522 4.1334 -8.1546
H 2.0828 3.4455 -9.7285
H -0.8746 1.3539 -7.7323
H -0.1438 2.8748 -8.2237
H 0.1610 1.5685 -5.4638
H -0.8344 2.9472 -5.8895
H 0.9095 3.0964 -5.9509
H 2.3961 1.2711 -3.4875
H 2.5957 1.9989 -1.1415
```

These are the natural (NBO) partial charges, in e, on atoms 1 to 5: atom 1 (C): -0.64, atom 2 (C): -0.23, atom 3 (N): -0.21, atom 4 (C): -0.44, atom 5 (C): -0.21

HOMO values (in eV) by entry order: -10.519 -11.854.